Entry 1:
Density functional theory data (ωB97M-V with the def2-TZVPD basis set) for a structure of composition C59H47N5OSiV at a distorted geometry.

Geometry (Å):
V1 -0.12 -0.75 0.25
C1 5.12 -4.09 -4.22
C2 4.72 -4.86 -3.14
C3 3.84 -4.34 -2.20
C4 3.35 -3.04 -2.31
C5 3.79 -2.26 -3.39
C6 4.66 -2.78 -4.34
C7 2.36 -2.48 -1.35
C8 2.87 -1.50 -0.41
C9 4.20 -1.42 0.00
C10 4.23 -0.56 1.11
C11 2.92 -0.13 1.31
N1 2.09 -0.65 0.35
C12 2.48 0.84 2.40
C13 0.64 0.97 3.74
C14 0.04 2.05 4.59
C15 -1.28 2.10 4.36
C16 -1.65 1.04 3.41
C17 -2.74 0.90 2.61
C18 -3.86 1.85 2.91
C19 -4.75 1.61 3.95
C20 -5.73 2.54 4.28
C21 -5.84 3.73 3.56
C22 -4.96 3.98 2.52
C23 -3.98 3.04 2.19
C24 -3.01 -0.10 1.55
N2 -2.15 -0.92 0.80
C25 -2.94 -1.70 -0.02
C26 -2.45 -2.68 -0.97
C27 -3.51 -3.30 -1.84
C28 -4.38 -4.27 -1.34
C29 -5.37 -4.82 -2.15
C30 -5.50 -4.41 -3.47
C31 -4.64 -3.45 -3.98
C32 -3.65 -2.90 -3.17
C33 -1.15 -2.99 -1.27
C34 -0.75 -3.92 -2.33
C35 0.58 -3.86 -2.44
C36 1.08 -2.92 -1.44
N3 -0.01 -2.46 -0.70
C37 -4.28 -1.36 0.17
C38 -4.32 -0.36 1.14
N4 -0.56 0.18 3.36
C39 3.46 2.00 2.37
C40 3.59 2.75 1.20
C41 4.47 3.82 1.13
C42 5.28 4.14 2.22
C43 5.20 3.37 3.36
C44 4.30 2.31 3.44
H1 5.79 -4.50 -4.97
H2 5.09 -5.88 -3.04
H3 3.51 -4.95 -1.36
H4 3.41 -1.25 -3.48
H5 4.96 -2.17 -5.18
H6 5.02 -1.98 -0.42
H7 5.08 -0.28 1.71
H8 0.60 2.73 5.22
H9 -1.97 2.83 4.76
H10 -4.65 0.69 4.51
H11 -6.42 2.33 5.09
H12 -6.60 4.46 3.83
H13 -5.02 4.90 1.96
H14 -3.28 3.24 1.39
H15 -4.28 -4.58 -0.31
H16 -6.04 -5.58 -1.75
H17 -6.27 -4.84 -4.10
H18 -4.74 -3.12 -5.01
H19 -2.97 -2.14 -3.55
H20 -1.43 -4.50 -2.93
H21 1.20 -4.39 -3.15
H22 -5.12 -1.80 -0.35
H23 -5.20 0.13 1.53
H24 3.00 2.48 0.34
H25 4.53 4.40 0.21
H26 5.97 4.98 2.16
H27 5.85 3.59 4.21
H28 4.27 1.71 4.34
N5 -0.71 1.24 -0.13
C45 -0.23 2.47 0.42
C46 -0.59 3.68 -0.18
C47 -0.18 4.89 0.37
C48 0.58 4.88 1.53
C49 0.94 3.68 2.11
C50 0.56 2.45 1.56
C51 0.99 1.18 2.23
C52 2.06 0.27 3.85
C53 2.16 -1.23 3.88
C54 1.55 -2.01 2.99
C55 0.48 -1.52 2.10
C56 0.11 -0.10 2.08
H29 -0.52 1.11 -1.16
H30 -1.72 1.20 -0.06
H31 -1.20 3.65 -1.07
H32 -0.45 5.82 -0.11
H33 0.90 5.82 1.98
H34 1.53 3.69 3.02
H35 2.63 0.71 4.66
H36 2.87 -1.66 4.58
H37 1.71 -3.08 3.04
H38 -0.43 -2.07 2.37
C57 0.15 -0.83 -5.00
Si1 -0.07 0.51 -3.68
C58 1.52 1.53 -3.70
C59 -1.38 1.68 -4.40
O1 -0.43 -0.05 -2.24
H39 0.45 -0.40 -5.97
H40 -0.78 -1.39 -5.15
H41 0.91 -1.55 -4.69
H42 1.73 1.98 -4.68
H43 2.38 0.90 -3.43
H44 1.46 2.33 -2.96
H45 -1.21 1.88 -5.46
H46 -1.37 2.65 -3.88
H47 -2.39 1.26 -4.29

Summary:
E: -3859.05072 hartree
spin multiplicity: 2
expectation value of S²: 0.85
energy relative to the best compared isomer or geometry (same formula, charge and spin): 0.742 eV
HOMO level (alpha / beta): -0.316 / -0.287 eV
lowest unoccupied orbital energy (alpha / beta): 0.156 / 0.156 hartree
charge: -2
frontier orbital gap (alpha / beta): 4.56 / 4.54 eV

Entry 2:
Density functional theory data (ωB97M-V with the def2-TZVPD basis set) for a structure of composition C59H51LaN4OP2.

Geometry (Å):
La1 0.54 0.18 -0.70
C1 -1.21 -1.06 -3.75
C2 -2.25 -1.49 -2.70
C3 -1.77 -2.50 -1.70
C4 -2.39 -3.75 -1.62
C5 -2.02 -4.65 -0.63
C6 -1.04 -4.27 0.27
C7 -0.45 -3.03 0.11
N1 -0.79 -2.16 -0.85
N2 -0.43 0.15 -3.40
C8 -1.26 1.36 -3.47
C9 -0.48 2.59 -3.09
C10 -0.57 3.77 -3.82
C11 0.21 4.85 -3.45
C12 1.05 4.73 -2.35
C13 1.06 3.53 -1.66
N3 0.33 2.48 -2.03
C14 0.69 0.26 -4.35
C15 1.86 -0.62 -4.01
C16 2.47 -1.39 -4.98
C17 3.64 -2.07 -4.68
C18 4.17 -1.93 -3.41
C19 3.48 -1.15 -2.49
N4 2.34 -0.51 -2.76
H1 -0.50 -1.87 -3.92
H2 -1.72 -0.88 -4.71
H3 -2.62 -0.62 -2.15
H4 -3.10 -1.91 -3.22
H5 -3.17 -3.99 -2.33
H6 -2.50 -5.62 -0.57
H7 -0.71 -4.92 1.07
H8 0.33 -2.72 0.80
H9 -1.69 1.49 -4.48
H10 -2.10 1.25 -2.78
H11 -1.22 3.82 -4.68
H12 0.16 5.77 -4.01
H13 1.67 5.55 -2.02
H14 1.67 3.41 -0.77
H15 0.35 0.06 -5.38
H16 1.05 1.29 -4.34
H17 2.03 -1.45 -5.97
H18 4.13 -2.67 -5.43
H19 5.09 -2.40 -3.12
H20 3.89 -1.02 -1.49
C20 7.18 -0.09 0.07
C21 6.87 -1.41 0.37
C22 5.57 -1.76 0.71
C23 4.57 -0.79 0.75
C24 4.89 0.53 0.46
C25 6.19 0.88 0.12
P1 2.83 -1.14 1.12
C26 2.72 -2.93 1.38
C27 2.93 -3.77 0.28
C28 2.75 -5.13 0.38
C29 2.33 -5.69 1.58
C30 2.08 -4.87 2.67
C31 2.28 -3.50 2.58
C32 2.62 -0.32 2.71
C33 3.34 -0.69 3.82
C34 3.21 0.03 5.02
C35 2.40 1.13 5.07
C36 1.68 1.55 3.93
C37 0.89 2.73 3.96
C38 0.25 3.16 2.84
C39 0.34 2.40 1.65
C40 1.07 1.23 1.54
C41 1.77 0.82 2.72
H21 8.19 0.18 -0.19
H22 7.64 -2.17 0.35
H23 5.34 -2.79 0.95
H24 4.13 1.30 0.51
H25 6.43 1.91 -0.09
H26 3.24 -3.35 -0.67
H27 2.94 -5.76 -0.48
H28 2.19 -6.76 1.66
H29 1.75 -5.30 3.61
H30 2.08 -2.88 3.44
H31 4.02 -1.53 3.78
H32 3.77 -0.28 5.89
H33 2.31 1.70 5.98
H34 0.83 3.29 4.89
H35 -0.32 4.08 2.86
H36 -0.23 2.78 0.79
O1 -1.84 0.59 -0.22
P2 -3.00 1.06 0.66
C42 -4.51 0.26 0.12
C43 -4.45 -1.11 -0.13
C44 -5.58 -1.80 -0.51
C45 -6.79 -1.13 -0.63
C46 -6.86 0.23 -0.36
C47 -5.72 0.93 0.01
C48 -2.76 0.66 2.38
C49 -3.68 1.12 3.32
C50 -3.54 0.79 4.66
C51 -2.48 0.00 5.06
C52 -1.57 -0.48 4.13
C53 -1.71 -0.16 2.79
C54 -3.18 2.84 0.45
C55 -2.96 3.75 1.47
C56 -2.99 5.12 1.21
C57 -3.26 5.57 -0.07
C58 -3.49 4.67 -1.10
C59 -3.45 3.31 -0.84
H37 -3.50 -1.64 -0.02
H38 -5.53 -2.86 -0.69
H39 -7.69 -1.66 -0.92
H40 -7.80 0.75 -0.45
H41 -5.78 1.99 0.21
H42 -4.52 1.73 3.01
H43 -4.26 1.15 5.38
H44 -2.36 -0.26 6.11
H45 -0.74 -1.10 4.44
H46 -1.00 -0.53 2.07
H47 -2.75 3.40 2.47
H48 -2.83 5.82 2.01
H49 -3.30 6.63 -0.27
H50 -3.71 5.02 -2.10
H51 -3.64 2.61 -1.65

Summary:
E: -3287.22498 hartree
energy relative to the best compared isomer or geometry (same formula, charge and spin): 0.000 eV
HOMO level: -12.046 eV
lowest unoccupied orbital energy: -0.163 hartree
charge: +2
frontier orbital gap: 7.62 eV

Entry 3:
Density functional theory data (ωB97M-V with the def2-TZVPD basis set) for a cluster of 4 separate species, C59H57FN2O14S in total.

Geometry (Å):
C1 -1.75 -7.13 2.98
C2 -1.85 -7.46 1.48
C3 -1.03 -6.51 0.61
N1 -1.79 -5.30 0.37
C4 -1.22 -4.21 -0.40
C5 -0.31 -3.25 0.44
C6 1.15 -2.98 0.09
O1 2.00 -4.10 0.27
C7 1.69 -1.80 0.94
N2 2.32 -2.13 2.20
C8 -0.75 -4.61 -1.82
S1 0.83 -5.38 -2.29
O2 0.64 -5.88 -3.60
O3 1.34 -6.19 -1.24
F1 1.77 -4.14 -2.42
O4 -0.86 -3.44 -2.61
C9 -1.68 -2.52 -1.98
O5 -1.71 -1.39 -2.32
C10 -2.43 -3.31 -0.91
C11 -3.57 -4.03 -1.67
C12 -4.55 -4.83 -0.81
C13 -6.01 -4.59 -1.22
O6 -6.18 -4.49 -2.62
C14 -6.23 -5.74 -3.27
O7 -2.96 -2.63 0.19
C15 -3.60 -1.36 -0.04
C16 -4.55 -1.10 1.12
C17 -4.50 0.32 1.66
O8 -5.89 -1.41 0.72
H1 -2.67 -7.36 3.51
H2 -0.94 -7.68 3.45
H3 -1.54 -6.06 3.13
H4 -1.52 -8.48 1.30
H5 -2.89 -7.36 1.16
H6 -0.80 -6.98 -0.34
H7 -0.07 -6.32 1.13
H8 -2.13 -4.90 1.24
H9 -0.34 -3.64 1.47
H10 -0.78 -2.28 0.48
H11 1.22 -2.66 -0.95
H12 1.49 -4.89 0.50
H13 2.43 -1.26 0.34
H14 0.88 -1.09 1.13
H15 1.75 -2.78 2.74
H16 3.21 -2.57 2.05
H17 -1.41 -5.41 -2.16
H18 -4.13 -3.24 -2.18
H19 -3.19 -4.65 -2.48
H20 -4.44 -4.59 0.25
H21 -4.33 -5.90 -0.89
H22 -6.63 -5.41 -0.83
H23 -6.39 -3.66 -0.79
H24 -6.94 -6.41 -2.77
H25 -5.25 -6.22 -3.32
H26 -6.58 -5.56 -4.29
H27 -2.84 -0.58 -0.12
H28 -4.16 -1.38 -0.98
H29 -4.25 -1.80 1.91
H30 -4.58 0.32 2.75
H31 -3.57 0.82 1.41
H32 -5.34 0.90 1.28
H33 -6.22 -2.14 1.25
O9 6.94 -2.09 2.17
C18 7.29 -1.27 1.36
C19 7.09 -1.49 -0.10
C20 6.45 -2.65 -0.52
C21 6.21 -2.87 -1.87
C22 6.62 -1.92 -2.80
C23 7.26 -0.77 -2.39
C24 7.50 -0.55 -1.04
C25 8.20 0.70 -0.63
O10 8.61 1.50 -1.44
C26 8.36 0.94 0.84
C27 8.96 2.13 1.26
C28 9.11 2.38 2.61
C29 8.67 1.46 3.55
C30 8.07 0.28 3.14
C31 7.92 0.02 1.78
H34 6.14 -3.37 0.23
H35 5.71 -3.77 -2.19
H36 6.42 -2.09 -3.86
H37 7.58 -0.02 -3.11
H38 9.30 2.84 0.51
H39 9.58 3.30 2.93
H40 8.78 1.67 4.61
H41 7.72 -0.45 3.85
O11 -8.94 6.42 5.40
C32 -8.05 6.04 4.67
C33 -8.21 6.02 3.19
C34 -9.41 6.46 2.64
C35 -9.58 6.47 1.27
C36 -8.55 6.04 0.43
C37 -7.36 5.58 0.98
C38 -7.19 5.57 2.36
C39 -5.90 5.06 2.91
O12 -5.03 4.63 2.19
C40 -5.73 5.11 4.40
C41 -4.53 4.67 4.94
C42 -4.33 4.72 6.31
C43 -5.34 5.20 7.14
C44 -6.54 5.63 6.60
C45 -6.74 5.58 5.23
H42 -10.19 6.80 3.30
H43 -10.51 6.82 0.84
H44 -8.68 6.05 -0.64
H45 -6.56 5.23 0.34
H46 -3.75 4.30 4.28
H47 -3.40 4.38 6.74
H48 -5.19 5.24 8.21
H49 -7.34 6.00 7.23
O13 6.53 5.18 -1.84
C46 5.79 5.00 -2.78
C47 6.11 4.01 -3.85
C48 7.27 3.25 -3.73
C49 7.57 2.30 -4.69
C50 6.72 2.10 -5.77
C51 5.57 2.86 -5.90
C52 5.26 3.81 -4.94
C53 4.02 4.62 -5.10
O14 3.30 4.49 -6.07
C54 3.69 5.60 -4.03
C55 2.52 6.35 -4.13
C56 2.18 7.25 -3.14
C57 3.01 7.41 -2.03
C58 4.17 6.68 -1.93
C59 4.52 5.78 -2.92
H50 7.92 3.40 -2.88
H51 8.48 1.72 -4.60
H52 6.96 1.36 -6.52
H53 4.90 2.72 -6.73
H54 1.88 6.21 -5.00
H55 1.27 7.83 -3.22
H56 2.74 8.12 -1.26
H57 4.83 6.80 -1.08

Summary:
E: -3943.39862 hartree
SMILES: CCCN[C@@]1(C[C@H](O)CN)[C@H](S(=O)(=O)F)OC(=O)[C@]1(CCCOC)OC[C@@H](C)O.O=C1c2ccccc2C(=O)c2ccccc21.O=C1c2ccccc2C(=O)c2ccccc21.O=C1c2ccccc2C(=O)c2ccccc21
HOMO level: -9.101 eV
lowest unoccupied orbital energy: -0.038 hartree
charge: 0
frontier orbital gap: 8.08 eV